1.
Molecular formula: C4H6N2O
Method: DFT, ωB97M-V/def2-TZVPD

Results
Spin multiplicity   1
Energy relative to the best compared isomer or geometry (same formula, charge and spin)   1.4409 eV
Gap between HOMO and LUMO   8.90 eV

Atoms and positions in Å:
N -1.34986 1.45634 0.13689
C -0.20144 0.62640 0.01789
C 1.20376 1.05813 0.09344
C 1.94642 -0.08464 0.03509
O 1.16478 -1.20132 0.02852
C -0.15785 -0.75239 -0.01155
N -1.22429 -1.62647 0.02317
H -2.14192 0.86790 -0.08507
H -1.26285 2.16302 -0.63539
H 1.63654 2.04119 0.05388
H 3.05178 -0.23353 -0.01093
H -1.43839 -1.94356 1.02846
H -1.22668 -2.37108 -0.67440

Atoms 1-2, force components in eV/Å:
0.9 0.4 -1.6
1.5 -0.8 0.7

2.
Molecular formula: C4H6N2O
Method: DFT, ωB97M-V/def2-TZVPD

Results
Spin multiplicity   1
Energy relative to the best compared isomer or geometry (same formula, charge and spin)   2.5020 eV
Gap between HOMO and LUMO   10.61 eV

Atoms and positions in Å:
H -0.49159 -1.51743 1.87939
N -1.05584 -1.21223 1.10208
C -0.75423 -0.09823 0.58889
C 0.23922 1.03036 0.93468
O 1.18232 0.90188 -0.14843
C 0.63137 -0.07983 -0.94690
N 1.26035 -1.04849 -1.44267
H 2.26760 -0.96620 -1.31300
C -0.94254 0.01430 -0.88458
H 0.75018 0.91681 1.89329
H -0.22910 2.02490 0.88089
H -1.37707 -0.88315 -1.32001
H -1.48067 0.91732 -1.22363

Atoms 1-2, force components in eV/Å:
-0.2 0.5 1.0
0.3 -0.1 -0.1

3.
Molecular formula: C4H6N2O
Method: DFT, ωB97M-V/def2-TZVPD

Results
Spin multiplicity   1
Energy relative to the best compared isomer or geometry (same formula, charge and spin)   4.3400 eV
Gap between HOMO and LUMO   9.72 eV

Atoms and positions in Å:
C 1.77614 -1.28019 -0.23970
C 0.83608 -0.13105 0.03237
O -0.48505 -0.67251 -0.15856
C -1.58280 -0.06761 0.14705
N -1.51833 1.31378 0.41697
C -2.49172 1.53694 -0.53250
N -3.23891 1.73893 -1.39570
H 1.65535 -1.63167 -1.26894
H 2.80955 -0.96632 -0.08300
H 1.55051 -2.11126 0.43424
H 1.00744 0.70846 -0.65209
H 0.89507 0.21431 1.06956
H -0.67109 1.90340 0.38736

Atoms 1-2, force components in eV/Å:
0.1 0.0 0.0
0.3 0.2 0.1

4.
Molecular formula: C4H6N2O
Method: DFT, ωB97M-V/def2-TZVPD

Results
Spin multiplicity   1
Energy relative to the best compared isomer or geometry (same formula, charge and spin)   3.1525 eV
Gap between HOMO and LUMO   9.78 eV

Atoms and positions in Å:
C -1.74490 -0.15356 0.24408
C -0.61191 0.96532 -1.21448
C -0.75052 -0.48627 -0.95306
N 0.52498 -1.02462 -0.50227
C 1.21388 0.02340 -0.31162
N 2.48866 0.17195 0.12334
O 0.57844 1.22911 -0.64435
H -2.75595 0.01575 -0.13366
H -1.69503 -1.02957 0.88154
H -1.47460 0.72807 0.84517
H -1.27148 -1.14652 -1.64910
H 2.74243 1.05778 0.53122
H 2.93064 -0.65351 0.49433

Atoms 1-2, force components in eV/Å:
-0.2 -0.4 0.2
0.5 0.1 -0.1

5.
Molecular formula: C4H6N2O
Method: DFT, ωB97M-V/def2-TZVPD

Results
Spin multiplicity   1
Energy relative to the best compared isomer or geometry (same formula, charge and spin)   1.9299 eV
Gap between HOMO and LUMO   9.87 eV

Atoms and positions in Å:
N -2.11721 -0.52462 -0.20747
C -0.85436 -0.04831 0.32055
C -0.16079 1.10681 -0.36220
C 1.14767 0.83736 -0.32841
C 1.21533 -0.61485 -0.04698
O 2.34240 -1.32016 -0.28813
N 0.11874 -1.13617 0.36435
H -2.93396 -0.16905 0.28300
H -2.16427 -1.53567 -0.18401
H -0.96374 0.52510 1.29706
H -0.69671 2.04434 -0.36363
H 1.99372 1.52272 -0.24397
H 3.07320 -0.68752 -0.24017

Atoms 1-2, force components in eV/Å:
-0.4 0.1 0.1
-0.2 0.0 -0.2

6.
Molecular formula: C4H6N2O
Method: DFT, ωB97M-V/def2-TZVPD

Results
Spin multiplicity   1
Energy relative to the best compared isomer or geometry (same formula, charge and spin)   4.4365 eV
Gap between HOMO and LUMO   6.83 eV

Atoms and positions in Å:
N -1.98310 -0.20729 -0.15147
C -0.74218 -0.00084 0.32711
C 0.04830 1.22079 0.17051
C 1.32786 0.85690 0.41558
C 1.47630 -0.62853 0.52341
O 1.35385 -1.06029 -0.90995
N -0.00107 -0.90435 0.92397
H -2.25358 0.37360 -0.93560
H -2.32655 -1.16108 -0.12809
H -0.36154 2.18790 -0.09080
H 2.17297 1.53593 0.51044
H 1.53789 -0.33293 -1.52510
H -0.24916 -1.87981 0.86999

Atoms 1-2, force components in eV/Å:
0.1 0.1 0.3
0.1 -0.2 -0.3